(1)
Entry from the OMol25 dataset: a molecular structure, C8H8Br4CoF12O12S4 in a non-equilibrium geometry (ωB97M-V/def2-TZVPD).

Geometry as XYZ:
```
49
Properties=species:S:1:pos:R:3:forces:R:3
Co -0.290 0.386 -0.011 -1.1 -1.6 0.8
C 0.144 -2.242 3.682 -1.1 -0.1 -0.2
F 0.424 -1.157 4.408 0.2 0.1 0.0
F 1.256 -2.637 3.051 0.2 0.0 0.1
F -0.220 -3.207 4.546 0.2 -0.1 0.0
S -1.241 -1.949 2.466 -0.8 0.5 -0.4
O -2.331 -1.370 3.211 0.7 -0.1 0.2
O -0.563 -0.993 1.570 0.3 0.1 0.3
O -1.510 -3.240 1.898 0.6 0.0 0.1
C 1.841 -2.929 -2.469 -0.4 0.0 1.0
F 2.120 -4.014 -1.730 0.1 0.0 -0.2
F 2.785 -2.015 -2.194 0.0 0.0 -0.3
F 1.933 -3.265 -3.757 0.2 0.0 -0.1
S 0.115 -2.312 -2.051 -0.8 -0.1 0.2
O -0.588 -3.447 -1.538 0.4 0.0 -0.3
O 0.390 -1.279 -1.045 0.4 -0.1 -0.3
O -0.337 -1.793 -3.326 0.2 0.2 0.1
C -4.034 0.429 -2.418 0.6 0.0 0.5
F -5.220 -0.031 -2.829 -0.1 0.0 -0.2
F -3.108 0.097 -3.333 -0.1 0.0 -0.1
F -4.094 1.772 -2.393 -0.1 0.0 -0.1
S -3.618 -0.267 -0.748 0.3 -0.1 0.3
O -4.552 0.399 0.111 -0.1 0.1 -0.1
O -3.746 -1.683 -0.923 -0.1 0.1 -0.2
O -2.221 0.176 -0.572 -0.3 0.2 -0.3
C -0.399 4.171 2.512 0.1 -0.4 -0.1
F 0.912 4.264 2.230 0.0 0.1 0.0
F -0.571 4.624 3.759 -0.1 0.1 0.1
F -1.064 4.975 1.682 0.1 0.1 -0.1
S -0.978 2.419 2.363 -0.4 -0.7 -0.4
O -0.269 1.719 3.401 0.0 0.4 0.0
O -2.406 2.484 2.409 0.2 0.3 0.3
O -0.462 2.096 1.001 0.0 0.4 0.2
Br 3.024 1.030 -4.517 -0.2 -0.2 0.1
C 1.201 0.338 -4.709 -0.5 0.2 -0.2
C 0.193 1.373 -4.248 0.9 0.3 0.2
Br 0.168 1.533 -2.301 0.2 1.2 -0.5
H 1.094 -0.599 -4.174 0.2 0.0 -0.1
H 1.072 0.198 -5.780 0.0 -0.2 0.0
H -0.840 1.260 -4.554 0.0 -0.5 -0.1
H 0.580 2.336 -4.577 -0.4 0.2 0.1
Br 4.153 -0.145 4.792 -0.1 -0.2 -0.2
C 3.793 -0.103 2.867 0.4 0.5 -0.2
C 2.508 0.644 2.607 0.1 0.1 0.4
Br 2.254 0.689 0.670 0.5 -0.1 0.1
H 3.830 -1.103 2.447 -0.2 -0.1 0.3
H 4.628 0.469 2.469 0.0 -0.1 -0.1
H 2.604 1.675 2.937 -0.1 0.0 -0.1
H 1.643 0.223 3.109 -0.1 -0.1 -0.4
```
Positions in Å, forces in eV/Å.

Values from the calculation:
Kohn-Sham gap (alpha / beta) = 8.10 / 8.08 eV
Highest occupied orbital energy (alpha / beta) = -4.396 / -4.373 eV
Multiplicity = 4
⟨S²⟩ = 3.76
Total charge = -2

=====

(2)
Entry from the OMol25 dataset: a molecular structure, C8H8Br6F2O6 in a non-equilibrium geometry (ωB97M-V/def2-TZVPD).

Geometry as XYZ:
```
30
Properties=species:S:1:pos:R:3:forces:R:3
C 0.738 6.703 -0.129 0.4 0.2 0.4
C 1.520 7.974 -0.572 -1.0 -1.7 0.8
O 2.915 7.655 -0.321 -2.4 0.6 -1.2
C 2.895 6.700 0.609 2.2 -4.0 1.1
O 3.918 6.188 1.053 -3.0 1.7 -0.6
O 1.608 6.166 0.823 2.7 0.6 0.7
F 1.237 8.939 0.326 -0.4 1.0 0.0
H 0.570 5.919 -0.868 0.0 0.4 -0.5
H -0.195 6.916 0.392 0.0 0.4 -0.3
H 1.122 8.212 -1.559 1.4 0.7 -0.3
C -0.107 -4.315 3.031 1.7 0.3 -1.8
C 1.001 -4.310 1.883 -1.8 -0.8 1.0
O 0.893 -3.022 1.436 0.1 1.3 -1.1
C -0.375 -2.461 1.690 0.4 1.5 -2.9
O -0.860 -1.515 1.091 1.6 -2.2 1.7
O -0.949 -3.210 2.568 -1.0 -1.6 2.7
F 0.681 -5.235 0.904 0.1 0.4 0.0
H 0.543 -4.150 3.890 -0.9 0.8 0.6
H -0.702 -5.217 3.177 0.0 0.3 -0.4
H 2.021 -4.530 2.200 -0.1 0.1 0.0
C -3.704 -6.360 -1.066 -0.1 0.6 -0.9
Br -3.959 -7.881 -2.289 0.3 0.6 0.8
Br -5.420 -5.708 -0.444 0.3 -0.1 -0.1
Br -2.717 -4.930 -2.042 -0.5 -0.7 0.6
H -3.119 -6.583 -0.173 -0.1 -0.3 -0.5
C 0.005 -0.450 -3.031 0.1 0.4 -0.3
Br 1.518 -1.682 -3.036 -0.3 0.7 0.2
Br -0.583 -0.121 -4.874 0.2 -0.1 0.6
Br 0.294 1.327 -2.132 -0.1 -1.6 -0.5
H -0.788 -1.014 -2.541 0.1 0.6 0.1
```
Positions in Å, forces in eV/Å.

Values from the calculation:
Kohn-Sham gap = 9.89 eV
Highest occupied orbital energy = -10.190 eV
Multiplicity = 1
Total charge = 0

=====

(3)
Entry from the OMol25 dataset: a molecular structure, C8H8Br9N in a non-equilibrium geometry (ωB97M-V/def2-TZVPD).

Geometry as XYZ:
```
26
Properties=species:S:1:pos:R:3:forces:R:3
C -1.669 -1.002 0.768 0.3 0.0 -0.4
Br 0.187 -1.021 0.099 -0.7 -0.1 0.4
Br -1.909 -0.236 2.511 0.3 0.0 -0.1
Br -2.431 -2.756 0.683 0.0 -0.2 0.0
H -2.235 -0.401 0.069 0.1 0.1 0.0
C 3.700 -0.089 0.449 0.8 -0.3 0.5
Br 4.743 1.431 1.150 -0.5 -0.6 -0.7
Br 4.071 -1.644 1.596 -0.3 0.5 -0.5
Br 3.998 -0.522 -1.433 -0.1 0.4 0.8
H 2.658 0.156 0.584 0.0 0.1 -0.1
C -0.174 -5.242 2.116 -0.4 -0.6 0.0
Br -1.856 -6.305 2.175 0.9 0.4 0.2
Br 1.410 -6.376 1.874 -0.8 0.5 0.3
Br -0.049 -4.014 3.611 0.1 -0.5 -0.5
H -0.317 -4.684 1.203 0.3 0.2 0.1
N 0.409 3.005 -2.459 0.3 0.4 -0.7
C -0.725 3.552 -2.911 0.3 0.0 0.7
C -1.887 3.563 -2.172 -0.4 0.3 0.0
C -1.912 2.960 -0.914 0.3 -0.4 -0.3
C -0.756 2.334 -0.482 0.1 0.3 -0.4
C 0.398 2.424 -1.282 -0.8 -0.3 0.8
H -0.707 4.085 -3.853 0.2 -0.2 -0.2
H -2.717 4.092 -2.626 -0.3 -0.2 0.4
H -2.789 2.901 -0.283 -0.2 0.2 -0.2
H -0.773 1.778 0.445 0.3 0.1 0.1
H 1.331 2.010 -0.917 0.1 -0.1 -0.1
```
Positions in Å, forces in eV/Å.

Values from the calculation:
Kohn-Sham gap = 9.37 eV
Highest occupied orbital energy = -9.860 eV
Multiplicity = 1
Total charge = 0

=====

(4)
Entry from the OMol25 dataset: C8H8BrN in the gas phase in a non-equilibrium geometry (ωB97M-V/def2-TZVPD).

Geometry as XYZ:
```
18
Properties=species:S:1:pos:R:3:forces:R:3
C 1.584 1.643 -0.213 2.0 2.9 0.4
C -1.183 -0.740 0.559 -0.4 0.4 1.0
C 0.486 2.439 -0.104 1.6 0.5 -1.1
C 1.213 0.319 0.102 -1.4 -1.0 -0.5
C -0.221 0.333 0.302 1.5 -0.9 0.0
C 1.906 -0.877 -0.014 1.1 0.1 0.4
C -0.693 -2.153 0.318 -1.7 -0.6 0.8
C -1.535 -1.505 -0.703 -0.2 0.5 1.5
N -0.585 1.581 0.152 1.5 1.4 -0.1
Br 3.779 -0.405 0.058 0.3 -0.6 -0.2
H 2.647 2.082 -0.393 -2.3 -1.2 0.2
H -2.014 -0.446 1.250 0.9 -0.7 -0.5
H 0.527 3.540 -0.336 -1.0 -1.5 0.5
H 0.349 -2.213 0.043 0.1 -0.4 0.5
H -1.216 -2.923 0.927 0.8 0.5 -0.5
H -2.550 -1.609 -0.911 -1.5 -0.9 0.0
H -1.046 -0.979 -1.415 1.5 0.7 -2.9
H -1.449 1.914 0.379 -2.8 0.9 0.5
```
Positions in Å, forces in eV/Å.

Values from the calculation:
Kohn-Sham gap = 7.89 eV
Highest occupied orbital energy = -8.090 eV
Multiplicity = 1
Total charge = 0

=====

(5)
Entry from the OMol25 dataset: a molecular structure, C8H8CdCl3N3S2Si (ωB97M-V/def2-TZVPD).

Geometry as XYZ:
```
26
Properties=species:S:1:pos:R:3:forces:R:3
Cd 0.327 -0.103 -0.841 0.3 0.7 0.4
C 4.677 3.180 -1.103 0.0 0.0 0.0
S 3.126 3.946 -0.612 -0.1 -0.1 0.0
C 1.933 2.673 -0.832 0.2 0.1 0.0
S 2.434 1.139 -1.435 0.0 -0.1 -0.1
N 0.736 3.092 -0.516 -0.1 0.0 0.0
N -0.215 2.135 -0.639 -0.2 0.1 0.0
C -1.436 2.492 -0.686 0.0 0.0 0.0
C -2.468 1.466 -0.894 0.0 0.0 0.0
C -3.813 1.810 -0.888 0.0 -0.1 0.0
C -4.756 0.820 -1.120 0.0 0.1 0.0
C -4.329 -0.475 -1.349 0.0 -0.1 0.0
C -2.967 -0.738 -1.336 0.0 0.0 0.0
N -2.059 0.207 -1.117 0.0 0.1 -0.2
H 5.428 3.957 -0.964 0.0 0.0 0.0
H 4.663 2.876 -2.146 0.0 0.0 0.0
H 4.922 2.329 -0.474 0.0 0.0 0.0
H -1.727 3.537 -0.608 0.0 0.0 0.0
H -4.106 2.835 -0.704 0.0 0.0 0.0
H -5.811 1.061 -1.121 0.0 0.0 0.0
H -5.028 -1.277 -1.537 0.0 0.0 0.0
H -2.584 -1.737 -1.506 0.0 0.0 0.0
Cl 1.903 -3.442 0.762 0.0 0.1 0.0
Si 0.279 -2.352 0.112 0.0 -0.5 -0.1
Cl 0.023 -2.939 -1.921 0.0 -0.4 -0.2
Cl -1.356 -3.237 1.036 0.0 0.1 0.1
```
Positions in Å, forces in eV/Å.

Values from the calculation:
Kohn-Sham gap = 7.40 eV
Highest occupied orbital energy = -8.383 eV
Multiplicity = 1
Total charge = 0

=====

(6)
Entry from the OMol25 dataset: 2 unconnected molecules or ions with the total composition C8H8ClF8O2 in a non-equilibrium geometry (ωB97M-V/def2-TZVPD).

Geometry as XYZ:
```
27
Properties=species:S:1:pos:R:3:forces:R:3
O -0.120 -1.538 -3.019 0.5 -0.3 -1.7
C -0.569 -1.464 -1.931 0.0 -0.2 0.2
O -1.233 -0.291 -1.595 0.4 -0.7 1.0
C -0.448 0.580 -0.773 1.3 0.8 -0.3
C 1.099 0.332 -0.875 0.7 0.5 0.8
C 1.922 1.527 -0.230 -0.8 -0.4 0.3
C 3.356 1.108 0.206 -0.4 0.8 -0.2
Cl 3.358 -0.193 1.477 0.0 0.6 -0.8
C -0.940 0.623 0.713 0.8 0.9 -0.5
F -1.077 1.986 1.032 -0.3 -0.5 -0.3
F -0.014 0.180 1.572 -1.3 0.6 -0.5
C -2.358 0.006 0.946 -0.3 -0.4 1.2
F -2.712 0.380 2.222 0.3 -0.2 -0.8
F -3.319 0.522 0.131 0.8 0.2 0.1
C -2.499 -1.575 0.877 0.2 -1.5 0.6
F -3.208 -1.946 -0.229 0.1 0.4 0.6
F -3.219 -1.959 1.977 0.1 0.3 -0.9
F -1.376 -2.281 0.903 -3.4 1.0 -1.2
H -0.431 -2.338 -1.257 -0.6 1.0 0.6
H -0.592 1.605 -1.196 -0.3 -0.8 0.4
H 1.439 0.303 -1.938 -0.6 -0.3 0.7
H 1.406 -0.600 -0.335 -0.6 0.5 -0.4
H 1.937 2.354 -0.982 0.4 -0.5 0.6
H 1.398 1.937 0.663 0.4 -0.4 -0.6
H 3.832 1.988 0.696 -0.1 -0.7 -0.5
H 3.929 0.798 -0.695 -0.2 -0.1 0.8
F 0.440 -2.044 1.640 3.0 -0.6 0.7
```
Positions in Å, forces in eV/Å.

Values from the calculation:
Kohn-Sham gap = 6.81 eV
Highest occupied orbital energy = -3.624 eV
Multiplicity = 1
Total charge = -1